Here is C19H34AsCdClN6O4SSi2 as an isolated structure from the Open Molecules 2025 dataset. Energies are from the ωB97M-V functional and the def2-TZVPD basis.

The value obtained for the LUMO energy (spin up / spin down) is 4.60 / 4.60 eV. As for the multiplicity: 1. The value obtained for the orbital gap (spin up / spin down) is 3.45 / 3.68 eV. As for the charge: -2.

Element x y z (Å)
Cd 0.2025 -0.6367 0.7583
As -0.2185 1.8777 0.1553
Cl 1.9714 -0.6717 2.9709
S -1.5273 0.5280 2.0365
Si -1.0464 2.8170 -1.8143
Si 0.1314 3.7946 1.4400
O 2.0924 -0.5578 1.5738
O 0.5804 -0.7605 2.7794
O 2.3740 0.5222 3.6767
O 2.5526 -1.8852 3.4958
N -3.4911 1.4615 0.6347
N 1.3363 -1.7072 -0.6078
N -1.6152 -1.4863 0.5063
N 0.1904 -2.7175 1.1807
N -2.6392 -0.6534 0.0547
N 3.6297 -3.7802 -3.4596
C 3.4812 -2.3134 -1.5355
C -3.1867 -3.3361 -0.1096
C 2.8744 -3.1701 -2.4503
C -2.6273 0.4280 0.7540
C -1.9087 -2.7399 0.4025
C 1.5519 -4.6493 1.6272
C -0.7868 -3.5587 0.8099
C -2.8418 3.2931 -1.6065
C 1.4835 -3.2203 -2.4830
C 1.7045 4.6555 0.9129
C 1.3390 -3.2785 1.5951
C 0.3467 3.2484 3.2118
C 0.5203 -5.4919 1.2139
C 0.7670 -2.4959 -1.5426
C -1.3072 4.9822 1.3693
C -0.0509 4.2900 -2.3836
C -0.9546 1.5065 -3.1402
C -0.6862 -4.9389 0.7922
C 2.6827 -1.6263 -0.6338
H 3.1877 -4.5958 -3.8730
H 0.6570 -6.5686 1.2223
H -1.3574 1.9128 -4.0905
H -2.2327 4.4636 1.6929
H 1.8798 5.5318 1.5700
H -0.5739 2.7322 3.5532
H -1.4999 -5.5686 0.4620
H -3.1412 -3.3972 -1.2005
H -3.2296 3.6868 -2.5684
H 0.9577 -3.8099 -3.2249
H 1.2083 2.5533 3.2820
H 1.1586 0.2153 -0.4435
H 0.5332 4.1348 3.8523
H 0.1022 1.2024 -3.2860
H -3.4259 2.3966 -1.3144
H -1.4305 5.3683 0.3398
H -3.3566 -4.3347 0.2985
H 4.5557 -2.1769 -1.5176
H 2.1010 -2.5712 1.9079
H -4.3992 1.1267 0.3584
H -0.4541 4.6484 -3.3528
H -4.0438 -2.7213 0.1786
H -3.4764 1.9523 1.5203
H 1.6300 4.9973 -0.1360
H -0.3186 -2.5240 -1.5258
H 2.5555 3.9503 1.0063
H -2.9527 4.0684 -0.8259
H 2.5008 -5.0469 1.9671
H 3.1209 -0.9631 0.1063
H 1.0100 3.9933 -2.5129
H -1.5537 0.6255 -2.8309
H -1.1069 5.8365 2.0479
H 4.5968 -3.9559 -3.2048
H -0.1267 5.1087 -1.6432

Here is Cl2H6NaO3 as an isolated structure from the Open Molecules 2025 dataset. Energies are from the ωB97M-V functional and the def2-TZVPD basis.

The value obtained for the LUMO energy is 1.99 eV. As for the multiplicity: 1. The value obtained for the orbital gap is 6.37 eV. As for the charge: -1. The energy relative to the best compared isomer or geometry (same formula, charge and spin) is 1.8 kcal per mole.

Element x y z (Å)
Cl 1.7436 -3.3525 -0.9407
Cl 2.3753 -0.4657 1.9145
Na 0.2296 -1.0526 -0.0389
O -0.3183 1.2506 0.9243
O -3.0364 0.3418 1.3376
O 1.2688 -0.2326 -2.1840
H 0.0057 1.2607 1.8401
H -0.0634 2.1031 0.5580
H 1.2007 -1.0520 -2.6962
H 2.1342 0.1244 -2.4031
H -3.4648 0.6383 0.5293
H -2.0750 0.4366 1.1592

Here is C14H39LiN3O5 as an isolated structure from the Open Molecules 2025 dataset. Energies are from the ωB97M-V functional and the def2-TZVPD basis.

The value obtained for the LUMO energy (spin up / spin down) is -0.02 / 0.03 eV. As for the multiplicity: 2. The value obtained for the orbital gap (spin up / spin down) is 1.84 / 9.46 eV. The expectation value of S² is 0.750.

Element x y z (Å)
O -4.2192 -1.5314 0.3768
O -0.1413 -1.7924 2.3206
O 1.6456 4.6311 -1.9858
O 1.3755 -5.0102 -1.4314
O 0.6552 -2.1987 -1.0264
N 0.5472 1.1933 -1.5946
N 2.1450 -0.0255 0.8251
N -1.7261 -0.2420 -0.3483
C 2.3535 -4.0479 -1.5892
C -4.0057 -0.1209 0.7296
C 2.0943 -0.3785 2.2152
C 1.0570 5.7946 -2.6243
C -0.9255 -2.7943 3.0223
C -5.5245 -1.9474 0.2760
C 2.9126 1.7991 -1.6224
C -2.2074 1.7058 1.0531
C 0.9990 3.4823 -2.4240
C 1.6099 -2.6818 -2.0091
C 1.4547 2.3435 -1.4520
C 1.3562 -1.6533 2.7056
C 1.4550 0.8528 2.9303
C -2.4852 0.2300 0.8341
Li 0.2262 -0.4753 0.1297
H 1.3860 3.2068 -3.4050
H 2.4442 -2.0137 -2.2230
H -2.7122 2.2386 0.2473
H 0.1404 -2.9512 -0.7258
H 1.2724 6.6517 -1.9862
H 3.0028 1.9366 -2.6999
H 1.5347 5.8607 -3.6017
H -0.0883 3.5505 -2.4612
H -5.9363 -1.8073 -0.7235
H -2.5915 1.9457 2.0445
H -1.4353 -2.4087 3.9052
H 2.7949 -4.0370 -0.5927
H -4.4963 0.3825 -0.1035
H 2.9033 -0.6043 0.4933
H -1.7790 -3.1804 2.4649
H -0.2284 -3.5777 3.3196
H 0.4253 1.0179 2.6133
H 1.4256 -1.6768 3.7932
H 3.7050 2.4669 -1.2846
H 1.9083 1.7933 2.6170
H 1.8808 -2.4981 2.2593
H -0.0062 5.7845 -2.8643
H 1.7408 0.8285 3.9819
H 2.5143 0.9116 0.7510
H 0.4120 0.9062 -2.5535
H -4.3501 0.2566 1.6924
H -1.1742 2.0338 0.9391
H 3.1491 0.7669 -1.3641
H 1.0571 -2.7841 -2.9430
H 3.0830 -4.3480 -2.3415
H 1.6638 -5.9070 -1.2467
H -6.2232 -1.3611 0.8728
H -0.3960 1.4289 -1.3210
H 3.1411 -0.3139 2.5122
H -5.6968 -2.9795 0.5812
H -2.2986 -0.3073 1.7640
H -2.3147 0.1589 -1.0645
H -1.9923 -1.2096 -0.2339
H 1.4823 2.7059 -0.4243

Strongest force on any atom
In order: 9.84; 1.46; 3.73
Unit: eV/Å